Record 1
A structure of composition CH6N4O in a non-equilibrium geometry. Source: OMol25; level of theory: the ωB97M-V functional and the def2-TZVPD basis.

XYZ file:
```
12
Properties=species:S:1:pos:R:3:forces:R:3
C -5.1747 0.6109 -0.3341 -1.1820 0.6798 -2.4277
N 7.8861 -0.1786 0.6859 0.0967 2.0074 1.6357
N -6.4833 0.4815 -0.1683 3.4530 -0.4200 -1.0742
N 8.3012 -0.4656 -0.4037 0.8032 -3.8939 1.0699
N -6.1680 -0.2008 0.9819 -2.8929 -4.7103 4.4538
O -4.8293 -0.0876 0.6701 0.9837 -0.9693 1.0454
H -4.5329 0.9627 -1.0986 0.4356 0.8558 -0.4076
H 7.6898 0.8564 0.8202 -0.3976 -0.9965 -0.5867
H -7.2552 0.8528 -0.6594 -1.5847 0.1854 0.0347
H 8.3353 -0.0026 -1.2566 0.0948 2.4024 -1.9979
H 8.6683 -1.4452 -0.4685 -0.5269 0.4791 -0.1211
H -6.4373 -1.3839 1.2311 0.7171 4.3800 -1.6243
```
Positions in Å, forces in eV/Å.

**E_HOMO**: -17.739 eV
**Charge**: +2
**Electronic energy**: -9118.774 eV

Record 2
A cluster of 2 separate species, C6H19N2Si in total in a non-equilibrium geometry. Source: OMol25; level of theory: the ωB97M-V functional and the def2-TZVPD basis.

XYZ file:
```
28
Properties=species:S:1:pos:R:3:forces:R:3
C 0.1126 -1.4836 -2.6321 -2.2062 -2.8040 1.0062
C -1.4138 -2.5855 -1.0766 -2.6483 2.2503 -0.4930
C 2.0304 -0.0743 1.2374 0.5832 0.6797 0.3396
C -0.1227 1.7717 -0.7853 -1.2099 -0.4721 0.9886
C -2.7841 0.2548 0.3693 3.6416 0.9628 -0.5072
C 1.9508 1.9727 2.5777 -1.5358 0.7170 -4.3629
N -0.8270 -1.2891 -1.4966 0.4463 1.3303 0.3337
N 1.1837 1.0512 1.6157 2.2968 0.3116 0.3479
Si -1.0665 0.1912 -0.6463 -1.6497 -1.2282 -0.4385
H -0.4243 -1.6915 -3.5539 -0.3252 0.0514 -0.0258
H 0.7027 -0.6836 -2.7820 2.1772 2.7764 -0.3817
H 0.6785 -2.3856 -2.4007 0.3875 0.2151 -0.1186
H -2.1936 -2.9189 -1.8144 0.6416 0.3490 0.6872
H -0.6793 -3.3109 -1.0329 1.6025 -1.4110 0.3096
H -1.8684 -2.4009 -0.0991 -0.0705 -0.5917 -0.1606
H 1.6981 -0.4634 0.2931 0.0232 -0.3465 -0.7974
H 3.0526 0.3539 1.1419 -0.5734 -0.8701 -0.2052
H 2.0204 -0.9052 1.9431 0.2721 -0.0528 0.2127
H -0.3569 2.2901 0.1731 0.3861 -0.2406 -0.8406
H 0.9063 1.6712 -0.9393 1.7241 -0.5447 0.4812
H 1.8860 1.7444 3.5752 -0.1513 -0.5934 2.4172
H -3.3659 -0.5409 -0.0101 -0.9477 -0.6095 -0.0735
H -2.4751 0.1745 1.4195 -0.5590 -0.1643 -0.1196
H -3.1289 1.2773 0.1765 -0.2985 -0.3703 0.0130
H 1.5640 2.9856 2.3206 0.3279 -0.5116 0.8037
H 2.9801 1.9466 2.1951 -0.3084 0.0262 0.4652
H -0.3547 2.3788 -1.6097 -1.2694 0.8495 -1.2564
H 0.2948 0.6693 1.8408 -0.7570 0.2916 1.3750
```
Positions in Å, forces in eV/Å.

**E_HOMO**: -12.126 eV
**Charge**: +1
**Electronic energy**: -17380.136 eV

Record 3
A structure of composition C29H30BBr24Cl2FNO4PS in a non-equilibrium geometry. Source: OMol25; level of theory: the ωB97M-V functional and the def2-TZVPD basis.

XYZ file:
```
94
Properties=species:S:1:pos:R:3:forces:R:3
C -0.1308 -1.9643 3.6736 -0.0334 -0.0782 0.0861
C -0.1165 -1.7043 2.1944 0.3780 0.0514 0.0711
C -1.2905 -1.7288 1.4171 -0.0687 0.0167 0.0804
C -2.6111 -1.9813 2.1199 0.1323 -0.3471 0.8610
Cl -2.9333 -0.8014 3.4666 0.2224 -0.2071 -0.3333
C -2.7260 -3.4742 2.5642 -0.8856 -0.2575 -0.7019
C -3.4540 -4.2007 1.4294 0.3670 0.7364 -0.1808
Cl -3.6918 -3.7229 4.0502 0.2773 -0.0054 0.0064
C -1.2579 -1.5498 0.0233 0.2839 0.1729 0.1430
C -2.5067 -1.6569 -0.8375 0.0914 -0.0314 0.0793
C -2.8705 -0.4608 -1.6842 -0.1733 -0.1817 -0.4617
F -2.3485 -2.7942 -1.6333 -0.0744 -0.1150 -0.1678
C -0.0023 -1.3070 -0.5615 -0.0838 -0.0725 -0.0718
C 1.1599 -1.2756 0.2158 -0.0407 0.0333 0.2709
C 1.1360 -1.4400 1.6094 -0.3020 0.7528 -0.7703
P 2.6233 -1.3583 2.6806 0.5768 -1.3938 1.2638
C 2.2506 -0.1177 4.0043 -0.0980 0.5542 -0.4333
O 3.8019 -0.5860 1.8196 -0.6165 0.7619 -0.3277
C 2.4337 -1.0793 -0.5486 -0.2379 0.3550 -0.2114
O 3.3899 -1.7933 -0.4571 0.4276 -0.4862 0.1913
C 2.3675 0.0279 -1.5419 -0.3285 -0.1118 0.0731
C 3.3626 0.9721 -1.6876 0.0194 0.0782 -0.3629
C 3.2033 1.9348 -2.6734 -0.1736 -0.2988 0.3606
C 2.0857 1.9506 -3.5205 0.3117 0.6727 -0.1818
B 2.1028 3.1392 -4.6023 -0.1009 -0.3403 -0.3035
N 1.8011 2.9240 -5.9864 0.3396 -0.4159 0.6259
O 2.4825 4.4099 -4.1790 -1.0871 -0.1154 -0.2208
C 1.0741 0.9939 -3.3418 0.3813 -0.7962 -0.1486
S -0.3963 1.0079 -4.3539 -0.4732 0.9142 0.0139
C 1.2213 0.0321 -2.3326 0.0178 0.3016 0.0237
C 0.2189 -1.0563 -2.0429 0.4524 0.3937 0.3927
O -0.2858 -1.6777 -2.9326 -0.3426 -0.3655 -0.3702
H -1.0275 -2.4481 4.0279 -0.0650 -0.1025 0.0139
H 0.7212 -2.5873 3.9569 0.0460 -0.0833 -0.0697
H -0.0391 -1.0450 4.2413 -0.1621 0.1254 -0.0061
H -3.4472 -1.8228 1.4591 -0.0636 0.2429 0.0734
H -1.7627 -3.9622 2.6706 0.1635 0.2536 0.4398
H -2.8730 -4.0351 0.5186 0.0571 -0.4062 -0.0891
H -3.5854 -5.2546 1.6390 0.0338 -0.1022 -0.0548
H -4.4120 -3.7120 1.2530 -0.2454 -0.2336 0.1601
H -3.3844 -1.8906 -0.2433 0.0752 0.0775 0.1380
H -3.2709 0.3485 -1.0840 0.0735 0.0524 0.1954
H -3.6687 -0.7839 -2.3538 -0.0572 0.0124 -0.0361
H -2.0729 -0.0876 -2.3145 0.1480 0.0516 0.0625
H 1.5661 0.6655 3.6696 -0.1291 -0.0122 0.1011
H 3.1723 0.4035 4.3046 -0.6007 -0.7066 -0.2454
H 1.8627 -0.6128 4.8880 -0.0769 -0.0791 0.0147
H 4.5894 -0.4711 2.3580 0.0900 -0.2876 -0.0205
H 4.2336 0.9643 -1.0485 0.0418 -0.1085 0.0414
H 3.9721 2.6865 -2.7789 -0.0667 0.1557 -0.1113
H 0.9179 3.3075 -6.2935 0.2782 0.3482 -0.3647
H 1.8372 1.9397 -6.2072 -0.4010 -0.0416 -0.2343
H 1.7931 4.7194 -3.5778 0.5196 0.2589 0.4439
H -0.3474 -0.1651 -4.9907 0.1566 -0.1852 0.3699
C 5.1991 6.6155 -3.7289 -0.0660 -0.0546 -0.0329
Br 5.7584 4.7719 -3.7045 0.0922 0.1299 0.0379
Br 3.7579 6.9633 -2.4942 0.1332 0.0157 0.0190
Br 6.6813 7.8006 -3.4233 0.0025 0.0075 0.0072
H 4.8242 6.8211 -4.7213 -0.0368 -0.0309 0.0029
C -6.4384 -7.1465 4.5924 0.0163 -0.0192 0.0309
Br -6.0228 -6.6487 2.7827 0.0304 0.0063 0.0518
Br -4.9460 -6.8687 5.7766 -0.0377 0.0061 -0.0246
Br -8.0223 -6.2544 5.2229 0.0355 0.0030 -0.0320
H -6.6497 -8.2056 4.5882 -0.0016 -0.0041 0.0144
C -1.0869 -2.9215 7.8466 -0.0528 -0.0163 -0.0229
Br -0.2520 -1.2261 7.4670 -0.0188 -0.0206 -0.0117
Br -2.9546 -2.7150 8.2544 0.0373 0.0107 -0.0374
Br -0.8145 -4.1833 6.4220 0.0472 -0.0590 0.1177
H -0.6069 -3.3223 8.7271 0.0121 0.0111 0.0035
C 7.5234 10.6874 -6.5555 -0.0305 -0.0045 0.0025
Br 6.0588 11.3858 -5.5192 0.0413 -0.0552 -0.0240
Br 9.1299 10.5396 -5.5062 -0.0514 -0.0223 -0.0009
Br 7.0722 9.0185 -7.4039 -0.0044 0.0369 0.0501
H 7.7206 11.3988 -7.3437 0.0140 0.0018 -0.0007
C -4.3113 3.3702 1.5049 -0.0005 0.0018 -0.1094
Br -5.7720 3.5669 0.2650 0.0250 -0.0067 0.0369
Br -4.8540 3.7510 3.3110 0.0015 -0.0292 -0.0409
Br -3.4905 1.6350 1.3677 -0.0692 0.3389 0.0367
H -3.5635 4.1012 1.2348 -0.0031 0.0093 0.0014
C 5.5808 3.0582 5.1811 0.1383 0.0390 0.0047
Br 5.0700 1.6121 4.0076 0.5988 0.6243 0.0288
Br 7.4394 3.5155 4.9887 -0.0706 -0.0178 -0.0118
Br 4.4385 4.5838 4.9391 0.0235 -0.0445 -0.0181
H 5.4399 2.7072 6.1928 -0.0063 -0.0254 -0.0062
C 2.3240 -1.6804 -7.8890 0.0636 -0.0207 0.0038
Br 0.9016 -1.8098 -9.1773 0.0173 -0.0014 0.0364
Br 1.7591 -0.7200 -6.3141 0.2315 -0.2636 -0.2165
Br 3.0461 -3.4064 -7.4450 -0.0395 0.0511 0.0004
H 3.1184 -1.1075 -8.3448 -0.0029 0.0091 0.0048
C -9.6703 -5.0889 0.7992 0.0246 -0.0117 0.0372
Br -10.4168 -4.2671 2.3704 0.0347 -0.0149 -0.0317
Br -8.0611 -4.1974 0.2270 -0.0214 -0.0154 0.0180
Br -9.3827 -6.9742 1.0501 -0.0856 0.0241 -0.0345
H -10.3946 -4.9783 0.0059 0.0044 0.0061 -0.0085
```
Positions in Å, forces in eV/Å.

**E_HOMO**: -8.165 eV
**Electronic energy**: -1769821.446 eV

Record 4
A cluster of 2 separate species, C2H4N4O5 in total in a non-equilibrium geometry. Source: OMol25; level of theory: the ωB97M-V functional and the def2-TZVPD basis.

XYZ file:
```
15
Properties=species:S:1:pos:R:3:forces:R:3
O -4.4648 1.3699 0.7138 -0.3016 -0.5879 0.6412
N -4.1380 0.4512 1.4413 1.2340 0.1718 -0.0178
O -4.7996 -0.4541 1.8904 -0.3056 0.4103 -0.2659
C -2.6404 0.3435 1.6714 -1.9856 -0.4893 -0.3930
N -1.8301 0.3781 0.7328 1.8567 -0.3392 2.0085
O -2.0597 0.7283 -0.4545 0.9561 1.2286 -3.2942
N -2.1764 -0.2069 2.9918 -0.8553 1.6633 -3.2519
O -2.9462 -0.0006 3.8761 0.2389 -0.5225 1.6851
O -1.0811 -0.6763 2.9102 0.8123 -0.9110 1.7343
H -1.0722 0.7626 -0.9541 -1.9262 -0.9465 1.4608
C 0.6439 -0.3586 0.3897 -0.9988 -2.5749 -0.1194
N 0.5056 0.2464 -0.7017 -0.4412 -0.5071 -1.4255
H 1.2090 0.0542 1.1413 1.6336 0.8401 1.9221
H 0.2664 -1.4032 0.6493 -0.1082 1.6074 -0.7849
H 1.1178 1.0350 -0.7382 0.1908 0.9568 0.1005
```
Positions in Å, forces in eV/Å.

**E_HOMO**: -10.539 eV
**Electronic energy**: -18326.711 eV

Record 5
A cluster of 2 separate species, ClFHOP in total in a non-equilibrium geometry. Source: OMol25; level of theory: the ωB97M-V functional and the def2-TZVPD basis.

XYZ file:
```
5
Properties=species:S:1:pos:R:3:forces:R:3
O 2.0340 -0.7811 0.0232 -0.6087 -4.2792 -1.1064
F -2.0845 1.4381 -0.0047 -0.1200 -0.9569 0.1445
P -2.0533 -0.1860 0.1567 -0.0440 1.1514 0.0595
Cl -0.1798 -0.5133 -0.4618 -0.3982 -0.1256 -0.4519
H 2.2837 0.0423 0.2866 1.1710 4.2103 1.3542
```
Positions in Å, forces in eV/Å.

**E_HOMO (spin up / spin down)**: -11.288 / -8.630 eV
**Electronic energy**: -26589.902 eV

Please write out number 4 again, unchanged.
A cluster of 2 separate species, C2H4N4O5 in total in a non-equilibrium geometry. Source: OMol25; level of theory: the ωB97M-V functional and the def2-TZVPD basis.

XYZ file:
```
15
Properties=species:S:1:pos:R:3:forces:R:3
O -4.4648 1.3699 0.7138 -0.3016 -0.5879 0.6412
N -4.1380 0.4512 1.4413 1.2340 0.1718 -0.0178
O -4.7996 -0.4541 1.8904 -0.3056 0.4103 -0.2659
C -2.6404 0.3435 1.6714 -1.9856 -0.4893 -0.3930
N -1.8301 0.3781 0.7328 1.8567 -0.3392 2.0085
O -2.0597 0.7283 -0.4545 0.9561 1.2286 -3.2942
N -2.1764 -0.2069 2.9918 -0.8553 1.6633 -3.2519
O -2.9462 -0.0006 3.8761 0.2389 -0.5225 1.6851
O -1.0811 -0.6763 2.9102 0.8123 -0.9110 1.7343
H -1.0722 0.7626 -0.9541 -1.9262 -0.9465 1.4608
C 0.6439 -0.3586 0.3897 -0.9988 -2.5749 -0.1194
N 0.5056 0.2464 -0.7017 -0.4412 -0.5071 -1.4255
H 1.2090 0.0542 1.1413 1.6336 0.8401 1.9221
H 0.2664 -1.4032 0.6493 -0.1082 1.6074 -0.7849
H 1.1178 1.0350 -0.7382 0.1908 0.9568 0.1005
```
Positions in Å, forces in eV/Å.

**E_HOMO**: -10.539 eV
**Electronic energy**: -18326.711 eV

What did the first record say?
A structure of composition CH6N4O in a non-equilibrium geometry. Source: OMol25; level of theory: the ωB97M-V functional and the def2-TZVPD basis.

XYZ file:
```
12
Properties=species:S:1:pos:R:3:forces:R:3
C -5.1747 0.6109 -0.3341 -1.1820 0.6798 -2.4277
N 7.8861 -0.1786 0.6859 0.0967 2.0074 1.6357
N -6.4833 0.4815 -0.1683 3.4530 -0.4200 -1.0742
N 8.3012 -0.4656 -0.4037 0.8032 -3.8939 1.0699
N -6.1680 -0.2008 0.9819 -2.8929 -4.7103 4.4538
O -4.8293 -0.0876 0.6701 0.9837 -0.9693 1.0454
H -4.5329 0.9627 -1.0986 0.4356 0.8558 -0.4076
H 7.6898 0.8564 0.8202 -0.3976 -0.9965 -0.5867
H -7.2552 0.8528 -0.6594 -1.5847 0.1854 0.0347
H 8.3353 -0.0026 -1.2566 0.0948 2.4024 -1.9979
H 8.6683 -1.4452 -0.4685 -0.5269 0.4791 -0.1211
H -6.4373 -1.3839 1.2311 0.7171 4.3800 -1.6243
```
Positions in Å, forces in eV/Å.

**E_HOMO**: -17.739 eV
**Charge**: +2
**Electronic energy**: -9118.774 eV